No. 1
C13H18FeNO4 | ωB97M-V/def2-TZVPD

Its multiplicity is 5. The value obtained for the molar mass is 308.13 g mol⁻¹. The calculation puts the highest occupied orbital energy (spin up / spin down) at -1.1 / -3.7 eV. Its net charge is -1. The calculation puts the total energy at -2125.36493 Ha. For the largest force on an atom, the calculation gives 5.3 eV Å⁻¹. Its energy above the lowest of the compared OMol25 structures with the same formula, charge and spin is 1.3 kcal per mole.

```
37
Properties=species:S:1:pos:R:3:forces:R:3
O -3.833 2.546 -2.126 0.40 0.94 1.95
C -3.775 2.723 -0.969 -1.54 -2.24 -2.77
Fe -3.638 2.770 0.822 0.50 0.75 -0.15
C -5.092 3.861 1.105 -1.06 1.19 -1.61
O -5.940 4.581 0.747 0.99 -0.99 1.22
C -2.238 3.778 0.284 2.85 2.94 0.02
O -1.260 4.307 -0.124 -2.10 -1.62 0.81
C 0.246 0.326 0.026 -2.04 4.72 1.29
C 0.355 0.637 1.514 0.09 -0.83 -0.42
C -0.660 1.582 2.240 0.23 0.64 0.22
C -2.123 1.725 1.767 0.65 -1.45 1.85
C -2.696 0.534 1.226 -0.54 -0.82 0.96
C -2.206 -0.242 0.157 0.64 -0.48 -0.62
C -0.990 -0.175 -0.501 -0.91 -1.16 -0.38
H 0.769 1.062 -0.584 0.21 -0.13 -0.19
H 0.296 -0.348 2.019 -0.07 0.20 0.09
H 1.378 1.007 1.715 -0.37 -0.04 0.01
H -0.730 1.144 3.268 0.04 0.40 -0.58
H -0.186 2.565 2.373 -0.07 -0.06 -0.12
H -2.697 2.052 2.696 0.38 -0.21 -0.80
H -3.463 0.028 1.834 -0.29 0.47 -0.55
H -2.913 -0.996 -0.202 0.05 0.27 -0.21
H -0.895 -0.706 -1.467 -0.16 0.12 0.52
C 4.200 -3.729 -1.799 0.51 -0.42 -0.02
C 3.509 -2.391 -1.641 -0.18 -0.59 0.62
O 3.079 -1.929 -2.893 -0.15 0.31 -0.50
C 2.323 -2.479 -0.694 0.22 0.00 0.02
N 1.708 -1.150 -0.508 1.09 -2.31 -0.03
H 4.555 -4.104 -0.834 -0.24 0.08 0.07
H 3.582 -4.508 -2.260 -0.12 0.30 0.08
H 5.109 -3.637 -2.393 -0.08 0.13 -0.25
H 4.248 -1.712 -1.199 0.05 0.30 -0.02
H 2.327 -1.336 -2.732 0.15 -0.05 0.02
H 1.582 -3.136 -1.156 -0.09 -0.06 0.05
H 2.631 -2.927 0.257 0.15 -0.12 0.00
H 1.009 -1.228 0.255 0.96 -0.14 -0.85
H 2.429 -0.495 -0.221 -0.15 -0.03 0.24
```
Positions in Å, forces in eV/Å.

From a Mulliken analysis of the wavefunction, the atomic charges in e read: -0.390 0.105 -0.134 0.191 -0.387 0.267 -0.429 -0.227 -0.587 -0.448 -0.347 -0.288 -0.275 -0.611 0.227 0.378 0.255 0.243 0.279 0.223 0.246 0.325 0.316 -1.480 0.594 -0.578 -0.859 -0.151 0.359 0.348 0.362 0.161 0.350 0.306 0.361 0.102 0.191

=====

No. 2
C13H18N2O5 | ωB97M-V/def2-TZVPD

The value obtained for the molar mass is 282.30 g mol⁻¹. The calculation puts the highest occupied orbital energy at -9.7 eV. The calculation puts the total energy at -991.79872 Ha. For the largest force on an atom, the calculation gives 1.3 eV Å⁻¹. Its energy above the lowest of the compared OMol25 structures with the same formula, charge and spin is 92.4 kcal per mole. As for the SMILES: CCOC(CNC(=O)c1cccc([N+](=O)[O-])c1)OCC.

```
38
Properties=species:S:1:pos:R:3:forces:R:3
C -2.482 1.676 2.378 0.10 -0.44 -0.08
C -2.074 0.218 2.493 -0.02 0.10 0.23
O -1.706 -0.242 1.200 0.04 0.00 -0.06
C -1.355 -1.579 1.135 -0.31 -0.36 -0.32
C -1.175 -1.925 -0.354 -0.16 0.08 0.42
N -0.191 -1.035 -0.912 0.19 -0.15 0.31
C -0.502 -0.158 -1.896 0.33 -0.05 -0.01
O -1.487 -0.254 -2.595 -0.23 0.06 -0.22
C 0.516 0.927 -2.089 0.05 0.34 0.04
C 1.053 1.609 -1.000 -0.02 -0.08 -0.15
C 1.948 2.650 -1.194 0.00 -0.05 -0.04
C 2.323 3.015 -2.474 0.02 0.04 -0.26
C 1.777 2.336 -3.557 -0.36 -0.38 1.21
N 2.165 2.717 -4.895 0.15 0.12 -0.46
O 1.757 2.042 -5.814 -0.10 -0.14 -0.25
O 2.881 3.688 -5.015 0.18 0.24 -0.08
C 0.867 1.304 -3.377 0.07 0.07 -0.15
O -0.146 -1.767 1.843 0.08 0.33 -0.03
C 0.057 -3.062 2.375 0.08 -0.24 0.11
C 1.336 -3.045 3.196 -0.37 0.06 -0.27
H -3.301 1.775 1.671 -0.11 0.06 -0.04
H -2.796 2.049 3.348 -0.03 0.08 0.09
H -1.645 2.270 2.020 0.08 0.11 -0.01
H -1.227 0.102 3.181 -0.13 -0.02 -0.07
H -2.912 -0.390 2.868 0.10 0.04 -0.02
H -2.142 -2.222 1.584 0.19 0.15 -0.06
H -0.857 -2.968 -0.454 -0.12 0.05 0.02
H -2.111 -1.771 -0.894 0.08 -0.11 0.07
H 0.594 -0.847 -0.306 0.01 0.07 -0.19
H 0.745 1.346 0.001 -0.04 -0.04 0.11
H 2.354 3.178 -0.345 0.03 0.05 0.05
H 3.024 3.816 -2.652 0.01 0.02 0.00
H 0.434 0.803 -4.230 -0.02 -0.01 -0.02
H 0.137 -3.798 1.563 -0.04 0.03 0.10
H -0.802 -3.341 3.004 0.08 0.01 -0.10
H 1.510 -4.027 3.626 0.06 -0.09 0.06
H 2.178 -2.776 2.566 0.12 0.00 -0.04
H 1.254 -2.314 3.996 0.01 0.05 0.11
```
Positions in Å, forces in eV/Å.

From a Mulliken analysis of the wavefunction, the atomic charges in e read: -1.234 -0.252 -0.187 0.034 -1.128 -0.168 0.374 -0.646 0.505 -0.403 -0.767 -0.424 -0.062 1.020 -0.599 -0.617 -0.297 -0.341 -0.131 -1.278 0.308 0.400 0.285 0.261 0.310 0.515 0.308 0.483 0.278 0.457 0.413 0.489 0.527 0.246 0.307 0.411 0.303 0.299

=====

No. 3
C13H18N2Sc | ωB97M-V/def2-TZVPD

The value obtained for the molar mass is 247.26 g mol⁻¹. The calculation puts the highest occupied orbital energy (spin up / spin down) at -3.7 / -2.4 eV. Its net charge is -1. The calculation puts the total energy at -1376.22195 Ha. For the largest force on an atom, the calculation gives 4.1 eV Å⁻¹. Its energy above the lowest of the compared OMol25 structures with the same formula, charge and spin is 146.3 kcal per mole.

```
34
Properties=species:S:1:pos:R:3:forces:R:3
C -0.422 0.817 -2.885 0.64 0.67 1.32
C 0.961 0.692 -2.475 -1.29 1.38 0.84
C 1.129 1.386 -1.219 -1.62 -0.05 -1.53
C -0.148 1.937 -0.850 0.08 -0.88 -2.15
C -1.105 1.603 -1.880 1.71 -0.16 0.27
Sc -0.657 -0.666 -0.913 -1.09 3.68 -0.17
N -3.575 -0.607 -1.464 1.98 -1.73 0.25
C 0.641 -2.313 -1.349 -3.91 1.12 -0.74
C 1.964 -2.031 -1.506 2.85 -0.02 0.31
H 2.067 1.619 -0.739 -0.14 -0.37 0.03
H 1.760 0.305 -3.076 0.05 -0.28 -0.02
H -0.329 2.574 -0.010 -0.15 -0.04 0.44
H -2.139 1.903 -1.915 -0.07 -0.18 0.10
H -0.859 0.508 -3.823 0.05 -0.17 0.07
H 2.392 -1.561 -2.444 -0.75 -1.11 1.28
H -0.016 -2.329 -0.341 2.47 -2.13 -1.59
H -3.483 -1.681 -1.424 -0.52 1.22 -0.09
H 2.636 -2.098 -0.634 -0.33 0.11 -0.75
H 0.017 -2.328 -2.349 0.56 -0.42 1.85
C 2.437 -0.051 1.506 1.17 -0.24 -0.20
C 1.069 -0.044 2.002 -2.84 -0.06 2.09
C 0.668 0.239 3.353 -1.83 -0.44 -3.41
C -0.778 0.347 3.324 1.49 -0.60 -2.40
C -1.185 0.120 1.981 3.26 -0.41 2.29
C -2.528 0.275 1.468 -1.62 -0.30 -1.02
N -0.067 -0.225 1.194 -0.40 0.90 1.11
H 2.634 -0.939 0.897 0.19 0.27 0.07
H 3.126 -0.044 2.365 -0.12 -0.07 -0.29
H 2.660 0.842 0.902 0.04 -0.35 0.17
H 1.297 0.311 4.187 0.84 0.23 0.93
H -1.433 0.523 4.136 -0.51 0.28 0.66
H -3.207 -0.448 1.950 -0.02 0.29 -0.21
H -2.920 1.294 1.668 0.14 -0.52 -0.29
H -2.605 0.069 0.363 -0.30 0.37 0.78
```
Positions in Å, forces in eV/Å.

From a Mulliken analysis of the wavefunction, the atomic charges in e read: -0.714 -1.007 -0.409 -0.523 -0.382 0.240 -0.637 -0.229 -0.969 0.777 0.745 0.421 0.402 0.458 0.320 0.405 0.090 0.445 0.147 -0.740 0.268 -0.717 -1.102 0.382 -0.570 0.240 -0.089 0.384 0.056 0.488 0.489 0.286 0.174 -0.129

=====

No. 4
C13H18N4O3S | ωB97M-V/def2-TZVPD

The value obtained for the molar mass is 310.38 g mol⁻¹. The calculation puts the highest occupied orbital energy at -8.6 eV. The calculation puts the total energy at -1348.97588 Ha. For the largest force on an atom, the calculation gives 5.7 eV Å⁻¹. Its energy above the lowest of the compared OMol25 structures with the same formula, charge and spin is 117.2 kcal per mole. As for the SMILES: CSC[C@H]1N[C@@H](CC2=CN[C@@H]3C(=O)N=CN=C23)[C@@H](O)[C@H]1O.

```
39
Properties=species:S:1:pos:R:3:forces:R:3
C 0.788 -4.913 -3.985 1.31 0.42 -0.36
S 0.521 -4.435 -2.248 0.29 0.82 -0.52
C 1.061 -2.635 -2.439 -0.71 -1.39 -1.81
C 0.835 -1.941 -1.146 -0.74 1.21 -1.26
N 1.711 -0.695 -0.877 -2.39 -0.89 1.06
C 0.989 -0.134 0.339 -0.81 -0.63 0.42
C 1.502 1.351 0.763 -1.56 -1.01 -2.29
C 0.242 2.164 1.180 0.85 1.30 0.75
C -0.582 2.916 0.340 1.62 -1.93 2.77
N -1.622 3.443 1.053 0.32 0.14 0.86
C -1.616 2.862 2.415 -1.54 0.07 -0.06
C -1.882 3.570 3.745 -3.31 1.50 -0.10
O -2.799 4.385 3.759 1.43 -0.45 0.30
N -1.347 3.018 4.913 -1.05 1.20 0.01
C -0.393 2.187 4.773 0.08 -1.09 0.54
N 0.216 1.883 3.621 1.83 -0.51 -0.13
C -0.303 2.360 2.552 2.72 -3.50 -3.57
C -0.447 -0.123 -0.322 1.10 0.01 -0.18
O -0.293 0.748 -1.413 -0.36 1.39 -0.01
C -0.653 -1.504 -0.976 -0.96 0.79 -0.59
O -1.396 -1.268 -2.318 1.42 -2.68 2.79
H 1.772 -4.458 -4.329 -1.14 -0.63 0.41
H 0.885 -6.010 -4.080 -0.23 0.59 0.17
H 0.001 -4.524 -4.637 0.03 -0.20 0.18
H 0.618 -2.293 -3.404 -0.27 0.32 1.21
H 2.087 -2.677 -2.659 1.67 -0.18 -0.07
H 1.005 -2.725 -0.460 0.48 -0.47 1.59
H 2.643 -0.939 -0.623 0.77 -0.44 0.03
H 0.917 -0.917 1.179 0.58 1.27 -0.79
H 2.349 1.304 1.446 -0.42 0.11 0.30
H 1.909 1.706 -0.248 -0.54 0.02 1.54
H -0.345 2.910 -0.700 -0.83 0.66 -0.61
H -2.481 3.589 0.606 -1.25 0.45 -0.53
H -2.361 1.974 2.474 1.10 1.17 -0.16
H -0.040 1.601 5.633 -0.10 0.55 -0.07
H -1.254 0.207 0.310 -0.21 0.10 0.27
H 0.634 0.559 -1.642 0.11 0.14 -0.74
H -1.238 -2.192 -0.278 0.65 0.67 -1.41
H -1.632 -0.354 -2.318 0.06 1.07 0.07
```
Positions in Å, forces in eV/Å.

From a Mulliken analysis of the wavefunction, the atomic charges in e read: -0.800 -0.075 -1.127 -0.039 -0.624 -0.135 -1.192 0.576 -0.759 -0.259 0.621 0.154 -0.550 -0.559 -0.033 -0.694 0.229 -0.609 -0.701 0.053 -0.620 0.240 0.331 0.267 0.440 0.558 0.411 0.332 0.396 0.425 0.349 0.556 0.293 0.207 0.415 0.698 0.523 0.335 0.368

=====

No. 5
C13H18NO | ωB97M-V/def2-TZVPD

The value obtained for the molar mass is 204.29 g mol⁻¹. The calculation puts the highest occupied orbital energy at -12.4 eV. Its net charge is +1. The calculation puts the total energy at -635.87448 Ha. For the largest force on an atom, the calculation gives 0.9 eV Å⁻¹. Its energy above the lowest of the compared OMol25 structures with the same formula, charge and spin is 0.0 kcal per mole.

```
33
Properties=species:S:1:pos:R:3:forces:R:3
C 2.989 -1.212 1.459 -0.14 -0.11 0.08
C 3.949 -0.644 0.631 -0.11 0.16 -0.12
C 1.652 -0.938 1.262 0.19 0.22 -0.03
C 3.574 0.254 -0.347 -0.15 0.12 -0.18
C 1.240 -0.084 0.233 0.23 0.11 -0.11
C 2.227 0.552 -0.535 0.01 -0.57 0.63
C -0.347 1.461 -0.796 0.20 0.04 -0.12
C 0.688 2.011 -1.447 -0.74 0.07 0.24
C -0.172 0.177 -0.110 0.27 0.34 0.04
C -3.185 2.295 2.052 -0.03 -0.01 0.06
C -0.339 -2.354 -0.858 0.44 -0.69 0.09
C -1.837 -0.777 -1.911 -0.46 0.23 -0.57
C -1.314 -0.514 0.520 0.02 0.35 0.60
N -0.944 -1.033 -0.792 -0.15 -0.36 -0.30
O 1.925 1.517 -1.448 0.32 -0.02 -0.23
H 3.288 -1.876 2.253 0.03 -0.07 0.11
H 4.992 -0.877 0.771 0.11 0.00 0.02
H 0.924 -1.363 1.935 -0.11 -0.12 0.03
H 4.303 0.749 -0.970 0.07 0.05 -0.05
H -1.306 1.950 -0.784 -0.03 0.16 -0.07
H 0.609 2.927 -2.014 0.04 0.01 -0.03
H -3.729 3.134 2.465 -0.08 0.15 0.07
H -2.506 2.657 1.291 0.16 0.09 -0.17
H -2.628 1.812 2.844 0.12 -0.09 0.14
H 0.013 -2.545 -1.872 -0.02 0.11 0.03
H 0.512 -2.423 -0.182 -0.16 0.01 -0.08
H -1.073 -3.116 -0.589 -0.05 0.09 -0.01
H -2.658 -1.495 -1.897 0.06 0.01 0.09
H -2.243 0.230 -1.865 0.02 -0.09 0.06
H -1.291 -0.886 -2.849 0.04 0.02 0.12
H -2.265 0.001 0.574 0.00 0.03 -0.14
H -1.151 -1.186 1.352 0.08 -0.09 -0.10
H -3.896 1.599 1.625 -0.16 -0.15 -0.11
```
Positions in Å, forces in eV/Å.

From a Mulliken analysis of the wavefunction, the atomic charges in e read: -0.820 -0.557 -0.073 -0.630 0.417 -0.040 -0.776 -0.454 1.462 -1.001 -0.902 -0.936 -1.155 0.435 -0.423 0.449 0.411 0.387 0.480 0.499 0.480 0.345 0.160 0.261 0.311 0.428 0.348 0.367 0.369 0.337 0.287 0.270 0.266

=====

No. 6
C13H18OP | ωB97M-V/def2-TZVPD

The value obtained for the molar mass is 221.26 g mol⁻¹. The calculation puts the highest occupied orbital energy (spin up / spin down) at -11.5 / -11.5 eV. Its net charge is +1. The calculation puts the total energy at -922.29995 Ha. For the largest force on an atom, the calculation gives 4.2 eV Å⁻¹. Its energy above the lowest of the compared OMol25 structures with the same formula, charge and spin is 45.8 kcal per mole.

```
33
Properties=species:S:1:pos:R:3:forces:R:3
C 2.777 -2.948 0.574 -3.14 0.76 2.75
C -0.341 3.646 0.488 -2.12 2.70 1.37
C 2.030 -2.097 -0.278 0.21 1.16 -0.01
C 0.237 2.498 -0.025 3.02 -2.30 -1.33
C 2.079 -3.197 1.718 0.70 -1.68 1.18
C -1.698 3.749 0.587 2.60 -0.14 -0.36
C 1.186 -1.150 0.130 -1.92 1.10 -0.85
C -0.373 1.300 -0.202 -1.65 0.60 0.18
C 0.881 -2.416 2.181 -1.17 1.39 1.37
C -2.499 2.618 0.227 -1.88 -0.64 1.40
C 0.792 -0.956 1.598 1.83 -2.23 -1.36
C -1.826 1.299 0.195 0.65 -1.31 3.80
C -1.277 -1.404 -3.171 -1.61 1.56 1.73
O 1.315 0.744 -2.006 -0.84 -1.17 0.28
P 0.206 -0.123 -1.109 2.21 0.96 -0.50
H 3.582 -3.439 0.176 1.82 -1.50 -0.44
H 0.275 4.540 0.656 -0.23 -0.53 -0.17
H 2.211 -2.279 -1.286 0.09 -0.01 -1.97
H 1.288 2.641 -0.342 -0.64 -0.38 0.08
H 2.239 -4.131 2.360 0.29 1.50 -0.99
H -2.170 4.685 0.564 -0.48 1.31 0.73
H -0.021 -2.980 1.969 -0.30 -0.39 -0.41
H 0.778 -2.300 3.318 0.76 -0.42 -1.44
H -3.468 2.516 0.781 0.90 0.27 -0.03
H -2.861 2.850 -0.718 -0.74 0.51 -2.33
H 1.647 -0.488 2.091 -0.45 0.92 -0.01
H -0.151 -0.424 1.561 -0.02 -0.06 1.13
H -2.360 0.739 -0.468 -1.49 -1.91 -1.86
H -2.043 0.756 1.227 0.82 0.94 -1.67
H -0.444 -1.948 -3.265 2.94 -1.99 -0.38
H -1.535 -0.724 -3.916 0.24 1.66 -0.98
H -2.165 -1.882 -2.847 -0.48 -0.52 1.09
H 1.710 0.307 -2.768 0.06 -0.15 0.01
```
Positions in Å, forces in eV/Å.

From a Mulliken analysis of the wavefunction, the atomic charges in e read: -0.926 -0.715 -0.041 0.084 -0.064 -0.341 0.080 0.057 -0.921 -0.913 -0.244 -0.545 -0.856 -0.554 0.580 0.502 0.358 0.436 0.370 0.305 0.435 0.353 0.365 0.349 0.390 0.216 0.101 0.403 0.302 0.416 0.351 0.330 0.337